(1)
C52H108N4O24 | the ωB97M-V functional and the def2-TZVPD basis

ΔE to the lowest compared entry with this formula, charge and spin: 0.0 kJ/mol

Geometry as ORCA input:
```
! RIJCOSX wB97M-V def2-TZVPD def2/J DEFGRID3
* xyz 0 1
O 0.01 -0.80 -4.45
C -0.96 -1.12 -5.03
O -2.05 -1.61 -4.44
C -1.93 -1.92 -3.01
C -3.35 -2.22 -2.50
C -1.18 -1.07 -6.55
H -1.50 -1.13 -2.41
H -1.21 -2.73 -3.01
H -3.76 -3.10 -2.99
H -4.00 -1.39 -2.69
H -3.24 -2.40 -1.44
H -2.23 -0.92 -6.83
H -0.94 -2.12 -6.84
H -0.49 -0.38 -7.01
O 2.04 3.03 2.09
C 3.12 2.54 1.92
O 3.68 1.78 2.81
C 2.85 1.33 4.01
C 1.81 0.29 3.69
C 4.05 2.75 0.80
H 2.48 2.29 4.43
H 3.67 0.87 4.58
H 2.28 -0.65 3.36
H 1.12 0.59 2.88
H 1.15 0.03 4.56
H 4.51 3.72 0.92
H 3.44 2.78 -0.09
H 4.79 1.98 0.71
O -0.63 -6.08 -2.15
C -0.10 -6.53 -1.17
O 0.09 -5.85 -0.04
C -0.50 -4.54 0.00
C -1.97 -4.63 0.32
C 0.47 -7.91 -1.10
H -0.29 -3.99 -0.92
H 0.05 -3.98 0.78
H -2.42 -3.66 0.49
H -2.11 -5.29 1.17
H -2.56 -5.05 -0.54
H 1.14 -8.00 -1.95
H -0.32 -8.62 -1.41
H 0.94 -8.20 -0.14
O -3.53 2.86 1.62
C -4.02 3.84 2.07
O -5.21 4.30 1.65
C -5.83 3.62 0.58
C -6.31 2.25 0.94
C -3.46 4.70 3.16
H -5.12 3.59 -0.26
H -6.67 4.30 0.32
H -6.78 1.88 0.00
H -7.06 2.21 1.76
H -5.55 1.56 1.27
H -2.67 5.33 2.76
H -2.98 4.08 3.93
H -4.15 5.33 3.66
O 3.24 4.89 -1.83
C 3.04 5.97 -1.33
O 2.06 6.30 -0.49
C 1.09 5.21 -0.38
C -0.11 5.87 0.28
C 3.92 7.15 -1.59
H 1.51 4.42 0.22
H 0.83 4.77 -1.37
H -1.00 5.25 0.19
H -0.37 6.80 -0.24
H 0.05 6.07 1.35
H 4.07 7.76 -0.70
H 3.39 7.74 -2.35
H 4.82 6.75 -2.01
O -5.99 0.06 3.36
C -4.99 -0.38 2.86
O -3.76 0.04 3.17
C -3.82 1.09 4.19
C -2.43 1.64 4.40
C -4.97 -1.52 1.86
H -4.25 0.66 5.11
H -4.54 1.85 3.75
H -2.35 2.33 5.24
H -2.18 2.15 3.46
H -1.79 0.79 4.61
H -6.00 -1.63 1.51
H -4.69 -2.44 2.43
H -4.22 -1.40 1.07
O -4.42 2.86 -5.69
C -3.25 2.75 -5.46
O -2.77 2.33 -4.26
C -3.78 1.94 -3.32
C -3.23 1.93 -1.97
C -2.08 3.09 -6.35
H -4.13 0.93 -3.57
H -4.62 2.65 -3.26
H -2.92 2.94 -1.67
H -2.36 1.29 -1.90
H -3.95 1.57 -1.23
H -1.89 2.15 -6.85
H -1.20 3.29 -5.71
H -2.17 3.99 -6.97
O 0.74 -3.33 3.25
C -0.40 -3.26 3.52
O -1.14 -4.24 3.98
C -0.42 -5.41 4.65
C -1.42 -6.21 5.35
C -1.32 -2.03 3.46
H 0.33 -4.96 5.29
H 0.18 -6.01 3.95
H -1.89 -5.69 6.16
H -0.99 -7.15 5.71
H -2.22 -6.53 4.65
H -2.18 -2.07 4.15
H -1.68 -1.98 2.42
H -0.75 -1.10 3.60
O 2.07 1.91 -1.67
C 1.70 2.10 -2.78
O 2.52 2.28 -3.84
C 3.92 2.19 -3.46
C 4.64 3.15 -4.37
C 0.22 2.29 -3.20
H 4.15 1.15 -3.67
H 4.13 2.50 -2.45
H 4.39 2.96 -5.42
H 5.71 3.07 -4.20
H 4.25 4.13 -4.11
H 0.16 3.18 -3.83
H -0.35 2.44 -2.30
H 0.01 1.41 -3.76
O 0.56 -3.86 -6.71
C 1.49 -4.59 -6.48
O 2.06 -4.67 -5.24
C 1.50 -3.80 -4.24
C 2.45 -3.83 -3.11
C 2.24 -5.51 -7.44
H 0.48 -4.18 -4.00
H 1.46 -2.75 -4.64
H 3.40 -3.39 -3.40
H 2.63 -4.83 -2.72
H 2.16 -3.19 -2.24
H 1.95 -6.54 -7.27
H 3.33 -5.41 -7.28
H 1.94 -5.24 -8.47
C 0.45 -0.46 -0.09
C -0.94 -0.41 0.39
O -1.76 -1.36 0.41
N -1.41 0.79 0.79
C -0.73 2.07 0.80
H 0.85 -1.47 0.05
H 0.94 0.25 0.58
H 0.54 -0.10 -1.12
H -2.32 0.80 1.20
H 0.03 2.09 1.58
H -1.46 2.89 0.96
H -0.24 2.23 -0.17
C -1.73 7.26 5.77
C -1.07 6.31 4.80
O -0.95 6.59 3.60
N -0.58 5.14 5.29
C 0.37 4.31 4.52
H -0.97 8.00 6.02
H -1.97 6.80 6.71
H -2.62 7.79 5.41
H -0.68 4.93 6.28
H 1.34 4.76 4.39
H -0.03 4.03 3.54
H 0.52 3.35 5.03
C 5.10 -1.78 1.99
C 5.99 -1.18 0.90
O 7.20 -0.98 0.99
N 5.40 -0.70 -0.25
C 3.99 -0.54 -0.41
H 4.64 -1.02 2.57
H 5.69 -2.42 2.62
H 4.31 -2.40 1.52
H 6.00 -0.08 -0.73
H 3.43 -1.46 -0.62
H 3.80 0.18 -1.22
H 3.52 -0.18 0.51
C 4.00 -5.57 -0.12
C 3.06 -4.68 0.63
O 2.66 -3.60 0.22
N 2.66 -5.05 1.87
C 2.93 -6.30 2.48
H 3.42 -6.42 -0.48
H 4.69 -5.95 0.65
H 4.45 -4.93 -0.88
H 1.94 -4.49 2.28
H 4.01 -6.47 2.66
H 2.55 -7.14 1.88
H 2.50 -6.32 3.49
*
```



(2)
C52H109N4O15 | the ωB97M-V functional and the def2-TZVPD basis

Geometry as ORCA input:
```
! RIJCOSX wB97M-V def2-TZVPD def2/J DEFGRID3
* xyz 1 1
C 5.73 -1.06 1.36
C 5.23 -1.30 -0.07
C 4.16 -2.40 -0.12
C 3.02 -2.08 -1.11
C 3.30 -2.54 -2.55
C 3.89 -1.43 -3.45
C 2.91 -0.92 -4.52
C 2.87 0.62 -4.60
C 2.23 1.16 -3.30
C 1.30 2.35 -3.51
C 0.71 2.70 -2.14
C -0.70 3.26 -2.19
C -1.18 3.72 -0.79
C -2.55 3.14 -0.39
C -2.46 2.02 0.70
C -3.20 0.85 0.19
N -4.32 0.37 0.60
N -5.08 0.86 1.67
C -4.51 0.76 2.76
O -3.98 0.69 3.76
C -4.87 -0.73 -0.21
C -4.97 -2.09 0.52
C -4.23 -3.26 -0.13
C -4.82 -3.70 -1.49
C -3.72 -4.18 -2.47
C -3.82 -3.50 -3.83
O -2.56 -3.62 -4.53
C -2.14 -2.43 -5.04
C -1.26 -1.58 -4.16
O -2.46 -2.04 -6.13
C -4.00 -0.56 -1.46
N -4.58 0.62 -2.17
C -2.67 -0.01 -0.90
C -1.62 -1.03 -0.44
N -0.26 -0.48 -0.55
H 6.60 -0.42 1.34
H 4.97 -0.55 1.95
H 5.99 -1.99 1.86
H 6.08 -1.56 -0.69
H 4.81 -0.36 -0.42
H 4.61 -3.33 -0.46
H 3.75 -2.59 0.87
H 2.84 -1.01 -1.13
H 2.10 -2.54 -0.72
H 2.36 -2.89 -2.98
H 3.96 -3.40 -2.55
H 4.78 -1.80 -3.94
H 4.20 -0.60 -2.82
H 1.89 -1.24 -4.29
H 3.15 -1.35 -5.49
H 2.25 0.93 -5.45
H 3.88 0.99 -4.75
H 1.66 0.33 -2.89
H 3.04 1.38 -2.61
H 1.82 3.21 -3.90
H 0.52 1.99 -4.18
H 1.38 3.34 -1.56
H 0.65 1.77 -1.58
H -1.39 2.53 -2.62
H -0.70 4.12 -2.86
H -1.31 4.80 -0.84
H -0.42 3.52 -0.04
H -2.99 2.71 -1.29
H -3.26 3.89 -0.06
H -1.43 1.70 0.82
H -2.86 2.39 1.63
H -5.90 -0.47 -0.46
H -4.55 -1.95 1.52
H -6.01 -2.36 0.67
H -3.16 -3.08 -0.19
H -4.33 -4.10 0.55
H -5.48 -4.54 -1.32
H -5.38 -2.87 -1.92
H -3.80 -5.25 -2.62
H -2.71 -4.00 -2.11
H -4.57 -3.95 -4.48
H -4.05 -2.44 -3.73
H -1.84 -0.74 -3.78
H -0.45 -1.19 -4.76
H -0.83 -2.12 -3.32
H -3.98 -1.35 -2.20
H -4.06 0.85 -3.01
H -5.56 0.48 -2.40
H -2.17 0.57 -1.67
H -1.72 -1.89 -1.09
H -1.82 -1.39 0.57
H 0.32 -1.13 -1.07
H 0.17 -0.47 0.36
C 2.95 -2.81 6.52
O 1.90 -2.02 5.99
C 2.15 -0.63 6.12
C 1.32 0.14 5.13
O 1.84 0.12 3.80
C 1.70 -1.08 3.07
C 0.30 -1.34 2.57
O -0.54 -1.86 3.59
C -1.90 -1.62 3.33
H 3.07 -2.64 7.59
H 2.68 -3.86 6.35
H 3.90 -2.61 6.01
H 3.21 -0.41 5.96
H 1.87 -0.32 7.14
H 1.33 1.19 5.42
H 0.28 -0.20 5.15
H 2.07 -1.94 3.63
H 2.34 -0.95 2.19
H 0.34 -2.07 1.75
H -0.12 -0.39 2.19
H -2.08 -0.54 3.26
H -2.48 -2.03 4.14
H -2.20 -2.11 2.39
C -0.84 2.24 -6.66
O -2.25 2.29 -6.63
C -2.82 1.08 -6.15
C -4.21 1.31 -5.61
O -4.23 1.88 -4.30
C -3.92 3.26 -4.20
C -5.04 4.17 -4.67
O -5.05 4.25 -6.08
C -6.31 4.64 -6.58
H -0.48 1.45 -7.32
H -0.49 3.20 -7.02
H -0.44 2.08 -5.65
H -2.19 0.66 -5.35
H -2.86 0.36 -6.98
H -4.67 0.32 -5.49
H -4.82 1.88 -6.31
H -2.99 3.50 -4.71
H -3.78 3.44 -3.13
H -4.87 5.18 -4.26
H -6.00 3.79 -4.29
H -7.09 3.92 -6.30
H -6.24 4.67 -7.67
H -6.59 5.64 -6.23
C 3.87 8.34 -0.45
O 4.56 7.85 -1.57
C 5.92 8.26 -1.58
C 6.76 7.35 -2.44
O 7.10 6.12 -1.81
C 6.09 5.13 -1.71
C 5.79 4.43 -3.01
O 4.95 5.22 -3.83
C 5.06 4.89 -5.19
H 3.85 9.43 -0.43
H 2.84 7.96 -0.51
H 4.32 7.97 0.48
H 6.32 8.27 -0.56
H 5.97 9.28 -1.99
H 7.72 7.85 -2.61
H 6.29 7.18 -3.41
H 5.18 5.54 -1.27
H 6.49 4.39 -1.02
H 5.26 3.49 -2.79
H 6.73 4.20 -3.53
H 6.09 5.04 -5.54
H 4.41 5.55 -5.76
H 4.75 3.85 -5.37
C 0.09 -5.61 6.57
O 0.13 -5.43 7.96
C -0.62 -4.29 8.37
C -1.03 -4.40 9.82
O -2.14 -5.26 10.05
C -1.90 -6.66 9.99
C -1.17 -7.22 11.18
O 0.22 -6.96 11.09
C 0.86 -6.99 12.34
H 0.53 -4.75 6.05
H 0.67 -6.50 6.33
H -0.94 -5.76 6.22
H -1.52 -4.19 7.75
H 0.00 -3.40 8.24
H -1.36 -3.41 10.14
H -0.18 -4.68 10.45
H -1.40 -6.93 9.06
H -2.90 -7.10 9.97
H -1.33 -8.30 11.22
H -1.58 -6.77 12.10
H 0.44 -6.23 13.02
H 1.91 -6.77 12.18
H 0.77 -7.98 12.81
*
```



Table of orbital gap (hartree), in record order: 0.337; 0.274